Density functional theory data (wB97M-V/def2-TZVPD) for a structure of composition C18H36CdO18 at a distorted geometry.

Structure (ORCA input):
```
! wB97M-V def2-TZVPD RIJCOSX def2/J DEFGRID3
* xyz 3 2
Cd 0.095 -0.090 0.105
O -2.634 2.162 0.325
O -0.750 -0.731 1.863
O -1.872 0.146 -0.410
O 1.255 1.557 -3.638
O 0.849 0.750 -1.512
O 3.707 -0.364 -0.749
O 1.926 -1.033 0.471
O -0.112 -1.767 -0.979
O 0.344 -3.740 -2.027
O 0.262 1.754 0.900
O -1.756 -3.131 -1.561
O -3.963 0.960 -1.129
O -1.703 -0.036 3.761
O 1.999 2.687 -1.830
O 0.486 3.992 1.380
O 4.130 -1.120 1.337
O -2.554 -1.862 2.787
O 1.414 2.571 2.670
C -0.170 4.442 0.221
C -2.280 -4.320 -2.130
C 0.649 2.695 1.614
C 1.769 -3.794 -1.742
C -3.666 3.116 0.466
C 3.728 -1.561 2.614
C -2.506 -2.903 1.828
C 3.149 -0.865 0.396
C -0.464 -2.830 -1.458
C 2.505 3.712 -2.700
C -2.742 1.038 -0.437
C -1.577 -0.898 2.762
C -2.591 -0.275 4.884
C 1.333 1.598 -2.275
C 5.129 -0.285 -0.928
C 1.927 1.340 3.105
C 0.355 0.663 -4.261
C -4.384 -0.199 -1.883
H 2.340 -3.106 -2.365
H 3.040 -2.399 2.498
H 0.325 5.343 -0.141
H -2.665 -3.883 2.276
H -4.307 -1.036 -1.188
H -3.303 -2.854 1.086
H 0.591 -0.322 -3.860
H 1.840 -3.404 -0.727
H 3.208 -0.853 3.260
H 1.202 0.528 3.047
H -5.426 -0.064 -2.173
H 3.474 3.890 -2.233
H -1.832 -5.147 -1.580
H -3.582 -0.642 4.618
H 5.314 -0.346 -2.001
H -1.550 -2.978 1.309
H 0.428 0.712 -5.347
H 2.191 1.509 4.150
H 5.606 -1.121 -0.416
H -2.623 0.660 5.443
H -1.162 4.723 0.574
H 4.599 -1.914 3.165
H -2.216 -1.048 5.554
H -0.636 1.025 -3.984
H -3.282 3.994 0.984
H -4.167 3.360 -0.471
H -3.847 -0.457 -2.796
H -4.430 2.696 1.121
H 1.889 4.601 -2.568
H 2.643 3.468 -3.754
H -3.347 -4.340 -1.911
H 2.121 -4.825 -1.702
H -0.149 3.667 -0.544
H 5.601 0.640 -0.598
H 2.843 1.022 2.607
H -2.019 -4.481 -3.176
*
```

## Properties
* HOMO (alpha / beta): -19.213 / -19.207 eV
* expectation value of S²: 0.755

Löwdin atomic charges, in units of e: 1.498 0.011 -0.015 0.081 0.006 -0.025 0.007 0.011 -0.027 0.024 -0.034 -0.001 0.031 0.045 0.006 0.068 0.015 0.026 0.078 -0.001 -0.001 -0.489 0.035 0.002 -0.017 -0.018 -0.424 -0.523 0.018 -0.350 -0.472 0.023 -0.444 0.006 -0.021 0.004 0.020 0.107 0.109 0.119 0.116 0.097 0.102 0.099 0.078 0.080 0.082 0.121 0.113 0.108 0.107 0.112 0.086 0.121 0.127 0.108 0.114 0.096 0.125 0.113 0.104 0.107 0.119 0.109 0.117 0.106 0.112 0.110 0.119 0.086 0.113 0.088 0.115

Density functional theory data (wB97M-V/def2-TZVPD) for a cluster of 2 separate species, C19H35F2IN5O5 in total at a distorted geometry.

Structure (ORCA input):
```
! wB97M-V def2-TZVPD RIJCOSX def2/J DEFGRID3
* xyz 1 1
I -0.801 -3.860 -2.882
F 0.053 -4.150 0.308
F 1.370 0.782 -2.947
O 4.341 -0.958 1.786
O -0.291 -3.341 2.322
O -0.123 -1.235 -0.382
O 1.443 3.098 4.117
O -3.172 -2.164 -3.158
N -1.618 -2.660 0.558
N -2.363 -0.556 -0.084
N -1.723 0.290 -2.332
N 1.322 2.376 1.909
N -3.864 0.395 -1.484
C -2.544 0.420 1.082
C 2.900 1.319 3.482
C -1.236 -1.455 0.012
C -1.730 0.097 2.322
C -0.558 -3.390 1.173
C 0.270 1.619 -3.038
C -0.724 1.315 -1.944
C 3.694 -3.072 0.792
C -0.283 0.594 2.354
C -4.418 1.238 -2.545
C -1.987 -2.086 -3.100
C 1.849 2.344 3.268
C 5.889 -1.976 0.220
C -0.100 2.036 1.934
C 4.435 -1.757 0.604
C -2.632 -0.002 -1.328
C -5.220 0.476 -3.599
C 1.568 3.697 1.294
C -1.201 -0.801 -3.189
H -4.517 0.132 -0.758
H 5.972 -2.548 -0.705
H 4.774 -1.439 2.500
H 6.411 -2.524 1.009
H 0.395 -0.045 1.797
H -5.088 1.931 -2.042
H 2.615 0.375 3.030
H 0.641 4.165 0.972
H 0.602 2.651 -2.947
H -2.261 0.572 3.145
H 6.398 -1.022 0.086
H 2.653 -2.892 1.062
H 3.719 -3.673 -0.118
H -5.943 1.163 -4.023
H 2.211 3.582 0.425
H 2.062 4.373 1.983
H -0.174 1.513 -4.027
H 0.036 0.520 3.394
H 3.939 -1.170 -0.172
H 3.811 1.624 2.973
H 3.081 1.179 4.541
H -0.161 -1.015 -2.969
H -4.566 0.120 -4.382
H -3.634 1.830 -2.997
H -0.466 2.223 0.925
H -2.427 -2.613 1.165
H -3.597 0.401 1.350
H 4.150 -3.653 1.597
H -1.264 2.245 -1.757
H -2.331 1.418 0.713
H -0.658 2.711 2.595
H -0.183 1.061 -1.040
H -5.725 -0.382 -3.170
H -1.260 -0.483 -4.229
H -1.758 -0.965 2.549
*
```

## Properties
* HOMO: -11.223 eV
* energy relative to the best compared isomer or geometry (same formula, charge and spin): 0.0 kJ/mol

Löwdin atomic charges, in units of e: 0.983 0.132 -0.025 -0.065 0.215 0.140 0.120 0.030 0.204 0.080 -0.028 -0.130 0.173 -0.088 0.009 -0.489 -0.149 -0.521 -0.169 -0.113 -0.053 -0.161 -0.171 -0.815 -0.490 -0.058 -0.213 -0.492 -0.272 -0.051 -0.050 -0.163 0.175 0.082 0.093 0.084 0.108 0.127 0.065 0.079 0.130 0.132 0.081 0.061 0.083 0.084 0.079 0.089 0.125 0.126 0.136 0.099 0.092 0.083 0.073 0.119 0.088 0.163 0.119 0.086 0.133 0.112 0.137 0.112 0.082 0.140 0.104

Density functional theory data (wB97M-V/def2-TZVPD) for a cluster of 2 separate species, C2H4Cl4O6PS in total at a distorted geometry.

Structure (ORCA input):
```
! wB97M-V def2-TZVPD RIJCOSX def2/J DEFGRID3
* xyz -1 1
Cl 1.042 -3.467 0.354
Cl 3.075 -3.040 -1.667
Cl 3.847 -3.594 1.075
Cl 2.633 -1.051 0.394
S -3.015 0.874 0.123
P 0.129 0.647 0.310
O 1.269 1.716 1.040
O -2.884 -0.617 0.023
O -3.559 1.320 1.464
O -3.959 1.480 -1.058
O 0.724 0.008 -1.159
O -0.158 -0.426 1.358
C 2.648 -2.787 0.040
C -1.370 1.704 -0.098
H -1.387 2.639 0.554
H 1.881 2.043 0.345
H -1.298 2.027 -1.182
H 0.382 0.524 -1.916
*
```

## Properties
* HOMO: -5.064 eV

Löwdin atomic charges, in units of e: 0.558 0.500 0.495 0.602 0.516 0.558 -0.223 -0.412 -0.429 -0.503 -0.286 -0.363 -1.993 -0.304 0.089 0.058 0.068 0.070

E (computed, eV): -60637.768, -51487.222, -84639.787